Below is a molecular structure, C25H50Cl2IrO3P2S in a non-equilibrium geometry, with properties calculated with ωB97M-V with the def2-TZVPD basis set.

charge	-1
expectation value of S²	6.013
HOMO energy (alpha / beta)	-2.13 / -5.00	eV
LUMO (alpha / beta)	2.6 / 2.4	eV
2S+1	5

CARTESIAN COORDINATES (ANGSTROEM)
Ir (0.3780, 0.9329, -0.8383)
Cl (2.1725, 2.2576, -1.2221)
P (0.4347, 1.2894, 2.1678)
C (0.9464, 3.0553, 2.0810)
C (-1.0761, 1.3425, 3.3090)
C (1.6688, 0.5135, 3.3471)
C (0.1658, 3.6657, 0.9142)
H (2.0018, 2.9500, 1.7815)
C (0.8776, 3.8871, 3.3554)
H (-0.0666, 3.7535, 3.8918)
H (0.9566, 4.9411, 3.0616)
H (1.7155, 3.6739, 4.0245)
H (-0.0073, 2.9130, 0.0886)
H (0.7583, 4.4733, 0.4714)
H (-0.8018, 4.0725, 1.2282)
H (2.6085, 0.9418, 2.9670)
C (1.7333, -1.0045, 3.1525)
C (1.5545, 0.8048, 4.8544)
H (1.5460, 1.8782, 5.0967)
H (2.4457, 0.3622, 5.3305)
H (0.6713, 0.3109, 5.2963)
H (1.7682, -1.2869, 2.0926)
H (0.8767, -1.5069, 3.6190)
H (2.6389, -1.3874, 3.6466)
C (-2.1519, 2.3330, 2.8581)
H (-0.6631, 1.6896, 4.2770)
C (-1.7188, -0.0233, 3.5765)
H (-1.8289, 3.3748, 2.9632)
H (-3.0331, 2.2081, 3.5091)
H (-2.4536, 2.1443, 1.8166)
H (-1.9684, -0.5342, 2.6395)
H (-2.6561, 0.1143, 4.1431)
H (-1.0850, -0.6854, 4.1810)
Cl (-1.9016, 1.3613, -0.8271)
H (1.3906, 1.0105, 0.6704)
P (0.1862, 0.4812, -3.0653)
C (1.7867, -0.2160, -3.8054)
C (-0.9730, -0.5066, -4.2336)
C (0.0698, 2.0763, -4.0589)
C (2.4600, -1.2573, -2.9326)
H (2.3758, 0.7082, -3.7575)
C (1.7670, -0.7649, -5.2389)
H (1.2449, -1.7273, -5.3014)
H (2.8152, -0.9601, -5.5013)
H (1.3690, -0.0903, -6.0014)
H (2.5507, -0.9696, -1.8824)
H (3.4700, -1.4308, -3.3308)
H (1.9408, -2.2200, -2.9806)
H (1.0148, 2.5062, -3.7014)
C (-1.0813, 2.9473, -3.5882)
C (0.0660, 1.9579, -5.5923)
H (1.0579, 1.7639, -6.0135)
H (-0.2780, 2.9170, -6.0047)
H (-0.6413, 1.2210, -5.9900)
H (-1.1499, 3.0489, -2.5021)
H (-2.0429, 2.5759, -3.9517)
H (-0.9400, 3.9472, -4.0114)
C (-0.9900, -2.0183, -4.0429)
H (-0.4483, -0.3727, -5.1833)
C (-2.3813, 0.0688, -4.4410)
H (0.0099, -2.4711, -4.1229)
H (-1.6011, -2.4315, -4.8695)
H (-1.4491, -2.2758, -3.0794)
H (-2.8562, 0.3103, -3.4738)
H (-2.9615, -0.7048, -4.9780)
H (-2.3581, 0.9555, -5.0980)
C (-1.0178, -4.6372, 4.8560)
C (-0.7370, -4.0537, 3.5026)
C (0.4074, -4.3801, 2.7727)
C (0.6367, -3.8293, 1.5239)
C (-0.3470, -3.0182, 0.9593)
C (-1.5389, -2.7319, 1.6414)
C (-1.7057, -3.2484, 2.9197)
S (-0.0945, -2.2769, -0.6296)
O (0.6572, -3.2031, -1.4551)
O (-1.4231, -1.8857, -1.0638)
O (0.7497, -1.0756, -0.2415)
H (-1.7865, -5.4281, 4.8037)
H (-0.1093, -5.0754, 5.2837)
H (-1.3937, -3.8634, 5.5427)
H (1.1471, -5.0378, 3.2263)
H (1.5344, -4.0426, 0.9560)
H (-2.2938, -2.1201, 1.1508)
H (-2.6153, -2.9877, 3.4610)